Entry 1:
The following is a DFT calculation (ωB97M-V/def2-TZVPD) of a 9-piece molecular cluster, C17H49ClNO12 overall at a distorted geometry.

Computed properties:
Calculated total energy = -56998.0983 eV
Orbital gap = 9.093 eV
Charge = -1
LUMO level = 0.082 Eh
Energy relative to the best compared isomer or geometry (same formula, charge and spin) = 0.0 kJ/mol
Molecular weight = 495.03 g/mol
HOMO energy = -6.86 eV

```
80
C17H49ClNO12 ωB97M-V/def2-TZVPD
Cl -0.750 -1.610 -1.480
O -2.071 -1.671 -0.892
O 0.044 -2.693 -0.980
O -0.757 -1.710 -2.927
O -0.141 -0.361 -1.059
C 3.060 2.732 0.835
C 1.758 3.478 1.105
C 0.748 3.293 -0.023
C -0.676 3.680 0.323
C -1.123 2.885 1.549
C -0.235 3.112 2.781
N 1.179 2.917 2.351
O 2.050 3.069 3.470
C -0.502 4.477 3.407
C -0.550 1.987 3.762
C 2.096 4.983 1.241
H 2.868 1.706 0.511
H 3.732 2.725 1.687
H 3.566 3.161 -0.037
H 1.103 3.905 -0.863
H 0.781 2.283 -0.445
H -1.307 3.431 -0.530
H -0.808 4.739 0.557
H -1.164 1.819 1.327
H -2.120 3.260 1.796
H -1.559 4.556 3.680
H 0.087 4.715 4.292
H -0.423 5.274 2.664
H -0.048 2.182 4.717
H -1.616 1.956 3.998
H -0.204 1.020 3.417
H 2.787 5.143 2.074
H 1.202 5.548 1.510
H 2.514 5.370 0.316
H 2.068 4.023 3.659
C -1.484 -6.872 -0.612
C -1.331 -5.604 0.227
O -1.133 -5.943 1.597
H -0.504 -7.326 -0.804
H -1.888 -6.652 -1.603
H -2.069 -7.647 -0.113
H -2.192 -4.945 0.157
H -0.468 -5.063 -0.176
H -0.469 -6.638 1.629
C 1.409 -0.323 1.867
O 2.306 0.176 2.838
H 1.853 -1.109 1.254
H 0.484 -0.753 2.267
H 1.115 0.480 1.188
H 2.162 1.137 2.881
C 1.759 -2.035 -5.373
O 2.079 -2.567 -4.095
H 2.657 -1.583 -5.796
H 1.464 -2.876 -6.014
H 0.934 -1.325 -5.383
H 1.400 -2.285 -3.470
C 0.460 -5.545 -3.406
O -0.690 -4.823 -3.782
H 0.387 -6.024 -2.427
H 0.619 -6.347 -4.130
H 1.330 -4.887 -3.467
H -0.665 -3.960 -3.354
C -2.648 -1.508 2.806
O -2.472 -2.683 2.032
H -3.648 -1.089 2.661
H -2.524 -1.779 3.854
H -1.885 -0.763 2.567
H -2.378 -2.408 1.113
C 2.699 1.447 -3.008
O 1.819 0.420 -3.445
H 3.654 1.455 -3.529
H 2.192 2.415 -3.080
H 2.962 1.280 -1.954
H 1.099 0.427 -2.801
C -4.293 1.598 -1.301
O -3.441 1.183 -0.248
H -5.119 2.199 -0.915
H -3.768 2.278 -1.982
H -4.692 0.721 -1.816
H -2.670 0.763 -0.650
```

***

Entry 2:
The following is a DFT calculation (ωB97M-V/def2-TZVPD) of C17H50BF4N12O9Rb as an isolated structure at a distorted geometry.

Computed properties:
Calculated total energy = -66961.3867 eV
Orbital gap = 7.552 eV
LUMO level = -0.038 Eh
Molecular weight = 738.93 g/mol
HOMO energy = -8.59 eV

```
94
C17H50BF4N12O9Rb ωB97M-V/def2-TZVPD
Rb -0.645 -1.069 -2.922
B 0.745 0.796 -0.056
F 1.358 0.013 -1.055
F -0.645 0.545 -0.084
F 1.330 0.510 1.172
F 0.916 2.160 -0.382
C -4.461 4.536 9.255
O -3.952 3.272 9.510
C -2.779 3.021 8.758
C -3.046 2.503 7.359
N -1.789 2.506 6.597
C -0.977 1.341 6.880
C 0.489 1.587 6.604
O 0.643 1.857 5.216
C 1.992 2.055 4.839
H -4.767 4.671 8.207
H -3.723 5.344 9.389
H -5.307 4.799 9.884
H -2.089 2.344 9.266
H -2.192 3.949 8.725
H -3.802 3.088 6.834
H -3.484 1.494 7.384
H -2.021 2.449 5.608
H -1.286 0.414 6.373
H -1.019 1.036 7.931
H 1.063 0.674 6.812
H 0.861 2.415 7.213
H 2.512 2.659 5.591
H 2.015 2.553 3.874
H 2.546 1.107 4.816
C 2.926 -1.967 -3.287
O 2.727 -2.344 -4.636
C 3.805 -3.106 -5.124
C 3.597 -3.422 -6.591
N 2.677 -4.558 -6.738
C 2.079 -4.664 -8.072
C 0.921 -3.714 -8.338
O -0.276 -4.247 -7.799
C -1.431 -3.749 -8.416
H 3.780 -1.287 -3.172
H 3.171 -2.825 -2.649
H 2.031 -1.426 -3.009
H 3.939 -4.015 -4.522
H 4.761 -2.565 -5.044
H 4.517 -3.505 -7.158
H 3.029 -2.544 -6.947
H 1.939 -4.500 -6.049
H 1.704 -5.686 -8.161
H 2.846 -4.538 -8.836
H 0.801 -3.753 -9.436
H 1.082 -2.668 -8.069
H -2.257 -3.868 -7.711
H -1.710 -4.321 -9.310
H -1.344 -2.693 -8.687
C -1.885 2.856 -2.811
O -0.822 2.691 -3.404
N -1.925 2.851 -1.446
N -3.075 3.097 -3.429
H -2.808 2.880 -0.971
H -1.073 2.642 -0.948
H -3.059 3.070 -4.432
H -3.945 3.235 -2.954
C -3.253 -2.808 -0.333
O -2.215 -3.046 -0.956
N -4.323 -3.645 -0.383
N -3.306 -1.777 0.557
H -4.314 -4.343 -1.104
H -5.186 -3.398 0.064
H -2.575 -1.102 0.415
H -4.181 -1.518 0.974
C -2.326 1.613 2.898
O -3.053 1.809 3.865
N -2.832 1.246 1.677
N -0.973 1.666 2.956
H -2.260 1.052 0.878
H -3.828 1.145 1.629
H -0.521 1.721 3.867
H -0.397 1.540 2.139
C 3.887 -2.004 2.110
O 4.751 -2.783 2.462
N 3.094 -1.278 2.966
N 3.588 -1.789 0.781
H 3.120 -1.457 3.949
H 2.482 -0.572 2.593
H 4.073 -2.430 0.182
H 2.798 -1.234 0.513
C 3.220 2.165 -3.556
O 4.147 2.199 -4.355
N 3.382 2.294 -2.214
N 1.918 1.973 -3.984
H 4.315 2.512 -1.922
H 2.588 2.136 -1.617
H 1.843 1.708 -4.949
H 1.127 2.417 -3.545
```